DFT (ωB97M-V with the def2-TZVPD basis set) results for a molecular structure, C43H43IrN3O4P3Se2 in a non-equilibrium geometry.

Properties
Net charge: +1
Strongest force on any atom in eV Å⁻¹: 2.77
Electronic energy in eV: -219344.981
E_LUMO (alpha / beta) in eV: -4.527 / -4.758
Spin multiplicity: 2
Highest occupied orbital energy (alpha / beta) in eV: -10.76 / -10.80
Orbital gap (alpha / beta) in eV: 6.2 / 6.0

XYZ file:
```
99
Properties=species:S:1:pos:R:3:forces:R:3:mulliken_charge:R:1
Ir 0.2341 0.8921 0.4586 1.1 0.6 -0.2 2.381
Se 3.1001 0.7703 1.7900 -1.0 0.0 0.1 -0.182
Se 1.5065 -1.2417 -0.7687 -0.9 1.2 1.0 -0.291
P -0.5913 -0.1904 2.5720 0.6 0.5 -0.1 1.594
P 3.3745 -0.3624 -0.0447 1.2 -0.7 -0.1 1.208
P 0.3880 3.0359 2.1007 -0.6 -0.6 0.5 0.751
O 2.0339 1.7103 -0.6651 -1.4 -0.4 0.7 -0.303
O -2.1238 1.0901 -2.6372 0.1 0.0 -0.2 -0.638
O 2.7617 3.0261 -2.2898 -0.2 0.2 -0.1 -0.665
O -1.2243 -1.7583 0.7596 -0.4 -0.5 -0.4 -0.782
N -3.0666 -0.9154 -2.0594 -0.3 -0.2 0.1 0.067
N -1.4689 -0.0885 -0.7492 1.9 0.9 1.8 0.333
N -0.4379 2.6908 -0.8648 0.6 -0.8 0.3 0.684
C 4.4899 -0.2157 -2.5488 0.0 0.0 0.1 -0.476
C -5.9294 -2.8305 1.6899 -0.1 0.0 0.0 -0.549
C -1.1551 -3.8959 -1.4068 0.0 0.1 0.1 0.424
C -5.0586 -1.4713 -0.0891 0.1 -0.1 -0.1 -0.457
C 0.0960 3.8782 -2.8578 -0.2 0.0 0.1 -0.695
C -1.3629 -5.4654 -3.2092 0.1 -0.1 0.0 -0.566
C -3.9432 -2.2944 -0.1791 -0.2 0.0 0.1 0.135
C -2.9791 -3.7084 -2.9446 0.1 0.0 0.1 -0.386
C 0.3450 -1.6196 3.2146 0.1 0.1 -0.5 -1.252
C -2.1468 3.9454 -2.0028 0.3 -0.3 0.5 1.052
C 6.2901 -3.6442 1.2891 0.0 0.0 0.0 -0.521
C 5.9560 2.0854 -2.0224 0.1 0.0 0.0 -0.752
C -0.1620 1.0206 3.9393 0.1 0.1 -0.6 -1.294
C -2.5130 -4.8176 -3.6291 -0.1 0.1 -0.1 -0.930
C 4.4893 -1.7067 0.5006 -0.6 0.3 -0.2 0.706
C 0.4356 3.0538 -1.7735 0.3 0.2 -0.2 0.148
C -0.4893 4.6017 1.7269 0.1 -0.4 -0.4 -1.404
C -3.9308 3.1573 0.0071 0.2 -0.2 0.0 -0.802
C -4.8089 -3.6419 1.6154 0.1 0.0 0.1 -0.807
C 6.0507 1.4612 -3.2553 0.0 0.0 0.0 -0.578
C 1.9106 3.7308 2.8615 0.1 -0.5 -0.5 -1.464
C -4.3686 3.9618 -1.0598 0.0 0.1 -0.3 -1.094
C 4.9882 -3.9957 0.9764 0.0 -0.1 0.0 -0.670
C -2.6329 2.7354 0.0660 -0.1 -0.1 0.0 -0.132
C 6.6882 -2.3166 1.2265 0.1 0.1 0.1 -0.780
C -2.2911 -3.2258 -1.8361 0.2 -0.1 0.0 -0.070
C 5.3190 0.3137 -3.5197 0.0 0.0 -0.1 -0.690
C -1.7150 3.1118 -0.9345 -0.7 0.5 -0.2 -0.347
C -0.6944 -5.0112 -2.0856 0.0 0.0 -0.1 -1.398
C 5.7879 -1.3445 0.8376 0.1 0.1 0.0 -0.402
C -3.4977 4.3464 -2.0420 -0.1 -0.1 0.1 -0.758
C 1.8763 2.5784 -1.5941 -0.3 0.4 -0.7 -0.102
C -2.7999 -1.9826 -1.1256 0.1 0.0 0.2 2.014
C -3.8185 -3.3763 0.6874 -0.1 0.0 -0.1 -0.064
C 4.0804 -3.0271 0.5865 -0.1 0.1 -0.1 -0.485
C -2.3187 -0.5766 3.0499 0.1 0.2 -0.5 -1.213
C -1.1976 4.3077 -2.9785 0.2 -0.1 0.1 -1.235
C -1.7313 -1.2867 -0.2594 0.0 -0.8 0.4 -0.982
C -2.2099 0.1319 -1.9079 -0.1 0.6 -0.7 -0.892
C 4.4036 0.4180 -1.3198 -0.4 0.0 0.4 0.242
C 5.1236 1.5683 -1.0475 0.0 -0.1 0.0 -0.084
C -0.5441 2.4494 3.5850 0.1 0.0 -0.3 -1.111
C -6.0544 -1.7506 0.8326 -0.1 0.0 0.2 -0.867
H 0.1935 -5.5126 -1.7316 0.1 -0.1 0.0 0.494
H -2.9478 -4.0126 0.6335 0.1 0.0 0.0 0.389
H 5.0179 2.0605 -0.0907 0.0 0.1 0.0 0.383
H -3.8271 4.9526 -2.8722 -0.1 0.1 -0.1 0.460
H 0.0391 -1.8191 4.2407 -0.1 0.1 0.0 0.539
H -2.6896 -1.4031 2.4506 -0.1 0.0 0.0 0.045
H 1.4101 -1.3893 3.1992 0.0 0.0 -0.1 0.252
H 0.8699 4.1304 -3.5656 0.1 0.0 0.0 0.619
H 4.6741 -5.0251 1.0315 0.0 -0.2 0.0 0.430
H 6.9984 -4.4000 1.5903 0.1 -0.1 0.0 0.401
H -3.5556 -1.0656 -2.9259 0.1 0.2 0.0 0.302
H -0.6606 0.7145 4.8633 0.1 -0.1 -0.1 0.761
H -3.8910 -3.2309 -3.2716 -0.1 0.1 -0.1 0.387
H -4.7018 -4.4784 2.2916 0.0 -0.1 0.0 0.433
H 7.7010 -2.0379 1.4783 0.1 0.0 0.0 0.420
H 6.5242 2.9803 -1.8220 0.0 0.1 0.0 0.422
H -4.6300 2.8575 0.7748 0.0 0.0 0.0 0.515
H 6.6928 1.8772 -4.0160 0.1 0.0 -0.1 0.415
H 3.9046 -1.1059 -2.7406 0.0 -0.1 -0.1 0.409
H 6.0903 -0.3047 0.7946 0.1 0.0 -0.1 0.430
H -0.5527 5.2051 2.6309 0.1 -0.1 0.1 0.600
H -5.1513 -0.6195 -0.7459 0.0 0.1 -0.1 0.459
H 1.6472 4.5667 3.5106 -0.2 -0.1 -0.1 0.502
H -2.9657 0.2853 2.9032 -0.1 0.1 0.0 0.307
H 3.0597 -3.2875 0.3417 0.0 -0.1 0.0 0.369
H -5.4060 4.2582 -1.1001 0.0 0.1 0.0 0.424
H -0.3352 3.1281 4.4155 0.0 0.1 0.0 0.621
H 0.0634 5.1451 0.9626 0.0 0.1 0.0 0.415
H -0.9914 -6.3201 -3.7548 0.0 -0.1 0.0 0.413
H -6.9252 -1.1154 0.8925 -0.1 0.1 0.0 0.444
H 0.9198 0.9668 4.0937 0.0 -0.2 0.1 0.411
H -0.6327 -3.5452 -0.5295 0.1 0.0 0.1 0.632
H -1.6095 2.5141 3.3535 -0.1 0.1 0.0 0.350
H -2.2747 2.0874 0.8593 -0.1 0.0 0.0 0.399
H -6.6994 -3.0398 2.4173 -0.1 0.0 0.0 0.431
H -2.3253 -0.8586 4.1022 0.1 0.1 0.0 0.580
H -1.4893 4.3928 1.3576 0.0 0.1 0.0 0.177
H 0.1523 -2.4906 2.5971 0.0 -0.1 0.0 0.282
H -3.0521 -5.1709 -4.4978 0.0 0.0 0.0 0.420
H 5.3898 -0.1682 -4.4822 0.0 0.0 -0.1 0.443
H 2.5733 4.0800 2.0696 0.1 0.0 0.0 0.385
H -1.5070 4.9216 -3.8125 0.0 0.0 -0.1 0.465
H 2.4373 2.9677 3.4357 0.0 0.1 0.0 0.400
```
Positions in Å, forces in eV/Å.